# 1
DFT (the ωB97M-V functional and the def2-TZVPD basis) results for a cluster of 6 separate species, C26H51ClO20S in total.

```
99
Properties=species:S:1:pos:R:3:lowdin_charge:R:1
H 6.170 2.058 8.246 0.12
S 0.411 -1.279 -0.102 1.01
O -0.234 -2.706 0.595 -0.37
O 0.044 3.351 -8.917 -0.01
H -0.994 5.654 -6.053 0.13
C -5.723 -3.769 5.311 -0.04
H 0.012 4.723 -4.951 0.12
C -7.021 -8.133 4.300 -0.22
H -2.357 4.355 -4.368 0.06
H 6.495 4.979 7.338 0.08
H -6.275 -8.166 3.501 0.12
O -6.750 -4.740 5.109 0.01
H -0.615 4.404 -10.594 0.10
H 3.282 -1.654 -3.468 0.09
C -1.521 -2.248 1.156 -0.25
C 2.576 -1.426 1.354 -0.25
C 2.346 -2.466 2.577 -0.65
C -3.374 -2.621 2.889 -0.39
O -5.131 -6.240 4.572 0.12
H -3.600 4.234 0.792 0.12
C 4.341 -1.543 -3.711 -0.04
H 2.771 -4.085 1.101 0.08
C -4.511 3.845 -1.110 -0.06
C 3.430 1.691 4.338 -0.06
O -0.089 3.935 -6.827 0.03
H 5.518 3.460 9.084 0.12
H 4.825 -0.852 -3.017 0.10
C -1.545 3.096 -1.406 -0.57
H -5.279 4.610 -0.980 0.08
H 3.836 3.705 -7.051 0.08
C -2.292 -3.393 1.967 -0.05
C -3.297 4.153 -0.254 -0.21
H -0.452 1.608 -3.345 0.10
H 5.315 2.732 -6.878 0.08
C 4.662 2.296 6.210 -0.59
H -5.628 -8.514 5.912 0.08
H -7.305 -8.836 6.321 0.08
H -4.931 2.871 -0.845 0.08
H -2.142 -1.873 0.277 0.13
H 3.390 -0.698 1.730 0.13
H -4.244 3.800 -2.168 0.07
H 4.185 -3.690 2.258 0.08
O 1.411 -0.608 1.069 -0.35
H 0.835 1.083 -2.246 0.08
C 4.257 2.799 -6.611 -0.06
H 4.209 2.889 -5.523 0.07
O -1.562 3.911 -2.296 0.10
H 0.694 2.801 -2.646 0.10
O 4.522 -1.092 -5.056 0.00
C -1.932 3.870 -5.246 -0.07
H -2.708 3.805 -6.014 0.08
C 6.884 3.972 7.512 -0.07
H 7.225 3.591 6.547 0.08
C 3.838 0.026 -5.354 -0.59
C -0.726 4.637 -5.752 -0.20
O -2.342 3.087 -0.325 0.03
H -2.844 -4.029 1.179 0.14
C 5.809 3.080 8.102 -0.22
H -6.418 -9.965 5.272 0.08
H -1.439 2.841 -10.272 0.10
O 4.631 3.097 7.288 0.03
H -2.860 -1.503 4.462 0.14
C -6.567 -8.912 5.519 -0.07
H -1.250 -1.404 1.898 0.13
H 2.713 -4.714 2.897 0.09
C 3.507 1.571 -7.090 -0.21
H 3.647 0.637 4.517 0.02
H -5.068 -3.702 4.445 0.05
O -3.210 -2.413 4.285 0.02
C 0.129 1.885 -2.463 -0.03
H 3.021 -1.959 0.451 0.12
O 3.100 0.621 -4.609 0.12
O -0.735 2.028 -1.336 -0.01
H 2.412 1.771 3.954 0.10
H 4.818 -2.519 -3.618 0.09
C -6.289 -5.949 4.752 -0.59
H -1.655 2.846 -4.987 0.07
Cl 3.103 -1.909 4.154 0.58
O 4.136 0.373 -6.616 0.03
C 3.058 -3.875 2.190 -0.14
H -2.840 5.106 -0.532 0.12
H -6.202 -2.800 5.454 0.10
O 3.505 2.448 5.546 0.00
O -1.624 4.759 -8.286 0.12
C -0.489 3.379 -10.240 -0.05
H 7.744 4.036 8.182 0.08
H -7.937 -8.578 3.903 0.12
H 1.227 -2.689 2.728 0.10
O -4.372 -2.168 2.272 0.07
O 5.575 1.578 5.884 0.12
H 3.535 1.530 -8.181 0.12
H -1.622 -4.095 2.561 0.13
H -5.151 -4.011 6.209 0.10
C -0.653 4.089 -8.035 -0.59
H 2.454 1.603 -6.796 0.12
H 0.220 2.873 -10.896 0.09
O 1.197 -1.683 -1.341 -0.42
H 4.115 2.105 3.594 0.10
O -7.338 -6.781 4.650 0.03
```

As for the total energy: -92094.932 eV.

---

# 2
DFT (the ωB97M-V functional and the def2-TZVPD basis) results for a cluster of 4 separate species, C26H51F9O11 in total.

```
97
Properties=species:S:1:pos:R:3:lowdin_charge:R:1
H 4.115 2.438 8.446 0.13
O 1.118 0.977 7.957 -0.13
C 0.991 0.767 -1.890 -0.11
H 1.486 0.499 3.900 0.09
C -1.080 1.706 -1.283 -0.19
H 3.727 4.955 8.904 0.09
F -0.357 3.626 -5.651 0.09
H -4.133 -7.137 1.041 0.12
C 6.330 2.610 -6.287 -0.17
H 5.211 4.179 -7.520 0.14
H 7.048 3.310 -4.077 0.09
C 6.625 2.267 -3.932 -0.10
C 3.019 2.473 8.408 -0.20
C 0.182 1.844 7.316 -0.17
C -2.039 -0.867 2.903 -0.10
H 6.198 1.951 -7.216 0.14
H 4.060 6.089 -6.665 0.15
H -3.669 -1.197 1.058 0.13
C 4.274 5.769 -5.597 -0.08
H -2.156 -1.899 3.249 0.09
H -2.464 -3.969 -1.596 0.08
C -4.578 -6.148 1.156 -0.17
H -4.479 -5.873 2.210 0.13
F 2.509 6.382 -4.066 0.05
C 1.241 1.563 3.811 -0.11
H 4.635 6.712 -5.054 0.16
H -5.853 -6.325 -1.172 0.12
H -2.964 -0.305 3.065 0.09
H -3.052 -1.695 -1.372 0.11
F 0.885 5.826 -5.799 0.08
H 2.066 2.064 3.304 0.09
O 2.649 3.654 7.704 -0.21
C -2.336 1.397 -0.476 -0.17
C 2.494 1.237 7.684 -0.17
H -6.609 -8.684 0.638 0.13
H -4.447 -4.176 0.300 0.13
H 0.421 2.892 7.504 0.12
C 5.211 3.763 -6.452 -0.17
H 5.839 2.357 -3.101 0.10
O 5.402 4.861 -5.532 -0.15
O -5.984 -6.180 0.908 -0.13
C -3.354 -4.528 -1.901 -0.11
O -0.021 0.832 -0.905 -0.20
C 2.712 4.804 8.525 -0.11
H 0.329 1.693 3.220 0.08
H -1.296 1.601 -2.353 0.13
C -4.666 -10.010 -0.142 -0.11
F 1.433 1.740 -6.721 0.14
F 0.683 3.751 -3.675 0.11
C 0.025 1.556 5.829 -0.20
H 0.590 0.365 -2.821 0.07
C -2.661 -1.452 0.709 -0.19
H 0.001 0.471 5.667 0.12
O -1.680 -0.836 1.536 -0.20
H 4.215 3.230 -6.271 0.11
F 2.701 1.771 -4.855 0.13
H -1.452 -1.042 -1.059 0.12
H -3.012 2.252 -0.572 0.13
H 7.425 1.495 -3.651 0.10
F 3.448 4.338 -3.823 0.09
H -4.818 -10.102 0.939 0.09
C 1.782 4.730 -5.683 -0.21
C -6.382 -6.772 -0.329 -0.17
H -2.875 -4.884 0.780 0.12
O -3.621 -5.577 -0.991 -0.20
C 2.999 5.251 -4.787 -0.28
H 1.429 1.756 -2.061 0.08
O -4.916 -8.685 -0.563 -0.21
H -0.911 1.999 5.466 0.13
H -7.440 -6.520 -0.441 0.13
C -3.852 -5.096 0.328 -0.20
H 7.353 3.096 -6.227 0.13
F 2.187 4.467 -7.017 0.08
H 2.426 5.668 7.922 0.09
H -2.517 -2.537 0.774 0.10
H -4.216 -3.857 -1.972 0.09
C 1.452 2.074 -5.374 -0.36
C -2.494 -1.002 -0.737 -0.17
H -0.776 1.642 7.802 0.13
H -1.242 -0.389 3.474 0.07
H 2.686 1.283 6.611 0.12
H 3.034 0.369 8.072 0.13
C -6.264 -8.292 -0.325 -0.20
H -3.177 -4.967 -2.884 0.09
O 1.094 2.142 5.094 -0.20
H -5.310 -10.716 -0.676 0.09
F 0.545 1.186 -4.746 0.08
H -6.879 -8.710 -1.131 0.13
H 2.005 4.717 9.357 0.09
O -3.066 0.282 -0.989 -0.13
O 5.984 1.805 -5.145 -0.23
H -2.118 1.276 0.586 0.12
C 0.927 3.541 -5.048 -0.21
H -0.754 2.733 -1.076 0.13
H 1.771 0.091 -1.534 0.09
H 2.619 2.497 9.428 0.13
H -3.623 -10.246 -0.362 0.09
```

As for the total energy: -74760.937 eV. As for the relative energy (zero: lowest compared OMol25 entry of this formula, charge and spin): 50.4 kcal/mol. As for the SMILES: COCCOCC(F)(F)C(F)(F)C(F)(F)C(F)(F)F.COCCOCCOC.COCCOCCOC.COCCOCCOC.

---

Strongest force on any atom
In order: 4.72 3.17
Unit: eV/A
LUMO
In order: 0.038 0.690
Unit: eV
HOMO energy
In order: -10.60 -9.15
Unit: eV